[1]
32
Properties=species:S:1:pos:R:3 method="wB97M-V/def2-TZVPD" e_homo_ev=-12.9 smiles="C=P(OC)(OC)O[N+]#C[C@H]1CCCOC1" homo_lumo_gap_ev=9.223 lumo_energy_ev=-3.669 total_charge=+1 e_tot_ha=-1049.7718
P -2.754 0.025 -0.776
O -1.278 0.004 -2.214
O 1.742 -0.414 1.270
O -1.961 0.827 0.245
O -2.393 -1.494 -0.390
N -0.142 -0.196 -1.795
C 2.692 0.664 1.343
C 2.244 -0.774 -1.055
C -4.451 0.219 -0.783
C 3.314 0.294 -1.093
C 3.100 1.345 0.033
C -2.513 -2.059 0.941
C 2.110 -1.387 0.372
C -2.401 2.023 0.881
C 0.965 -0.356 -1.566
H 2.396 2.147 -0.252
H 4.062 1.865 0.290
H -2.079 -3.018 0.819
H -4.847 -0.686 -1.331
H -1.670 2.632 1.382
H -2.115 -1.324 1.588
H -4.965 1.217 -0.941
H -3.588 -2.062 1.130
H 3.568 0.097 1.756
H 1.395 -2.350 0.346
H -2.942 2.576 0.235
H 4.229 -0.326 -0.884
H -3.174 1.658 1.644
H 2.562 1.371 2.068
H 3.300 0.873 -2.048
H 3.113 -1.839 0.611
H 2.478 -1.553 -1.824

---

[2]
32
Properties=species:S:1:pos:R:3 method="wB97M-V/def2-TZVPD" e_homo_ev=-9.8 smiles="COCCCCCCOC(=O)CON=O" homo_lumo_gap_ev=9.401 lumo_energy_ev=-0.386 e_above_lowest_ev=3.502 e_tot_ha=-783.9403
O 4.563 -0.077 -0.416
O -2.530 -0.347 -0.383
O -5.715 -1.802 0.281
O -3.664 -0.502 1.568
O -7.663 -1.171 -0.431
N -6.982 -1.123 0.503
C -3.625 -0.602 0.366
C 0.579 0.959 -0.446
C -1.973 0.984 -0.212
C 2.653 0.388 0.947
C 3.335 -0.625 0.044
C -0.629 0.955 0.500
C -4.806 -1.021 -0.479
C 1.868 1.464 0.205
C 5.593 -1.017 -0.583
H 2.010 -0.109 1.677
H 5.667 -1.693 0.275
H 3.448 0.868 1.522
H 6.532 -0.472 -0.665
H -1.876 1.398 -1.215
H 1.598 2.249 0.916
H -5.288 -0.118 -0.864
H 0.332 1.602 -1.294
H -2.687 1.598 0.336
H 3.534 -1.540 0.610
H 2.493 1.941 -0.552
H 5.469 -1.610 -1.495
H -0.613 0.100 1.174
H -0.572 1.854 1.120
H -4.472 -1.605 -1.335
H 0.710 -0.044 -0.858
H 2.711 -0.880 -0.817

---

[3]
31
Properties=species:S:1:pos:R:3 method="wB97M-V/def2-TZVPD" e_homo_ev=-12.9 homo_lumo_gap_ev=8.877 lumo_energy_ev=-4.023 total_charge=+1 e_tot_ha=-1620.5626
S -1.056 -0.049 1.114
S 0.039 -0.564 4.269
P -0.581 -1.485 2.723
O 1.083 3.532 -0.975
N 0.454 0.076 -1.048
C 2.829 0.305 -1.131
C 0.553 0.052 0.256
C 1.589 0.205 -1.741
C 2.318 4.151 -0.632
C -3.101 -1.866 0.254
C 2.886 0.281 0.251
C 1.718 0.160 0.992
C -2.171 -0.723 -0.159
C -3.450 -2.733 -0.963
H 1.495 0.242 -2.824
H -3.428 -2.145 -1.886
H 3.840 0.363 0.761
H 1.721 0.172 2.077
H -2.640 -2.503 1.010
H -2.733 -3.548 -1.087
H -2.752 0.160 -0.442
H 3.723 0.418 -1.732
H -4.017 -1.458 0.690
H -4.451 -3.153 -0.868
H 1.243 2.600 -1.139
H 2.101 5.202 -0.456
H 2.748 3.730 0.282
H 0.310 -2.324 2.044
H -1.777 -2.195 2.812
H -1.542 -0.984 -1.012
H 3.048 4.080 -1.441

---

[4]
31
Properties=species:S:1:pos:R:3 method="wB97M-V/def2-TZVPD" e_homo_ev=-10.1 homo_lumo_gap_ev=2.013 lumo_energy_ev=-8.049 total_charge=+1 e_tot_ha=-1595.1245
Ti 3.463 -1.794 -3.095
Al -1.547 3.175 0.892
O -0.018 -2.767 -0.844
O -0.212 -2.318 1.514
C 0.867 1.965 -0.620
C 1.975 -1.148 -0.948
C 0.459 -1.501 -1.460
C 2.061 -0.287 0.443
C -3.291 -3.067 1.400
C 0.352 3.403 0.057
C 0.925 0.883 0.614
C -2.498 -2.508 0.241
C -0.839 -2.508 0.350
H 1.060 3.684 0.965
H 1.896 2.165 -1.150
H -0.315 -0.628 -1.375
H 2.621 -0.625 -1.800
H 2.095 -0.954 1.427
H -2.650 2.883 -0.231
H 0.550 -1.739 -2.626
H 1.070 1.509 1.612
H 0.113 1.657 -1.491
H 2.512 -2.193 -0.744
H -1.593 2.061 2.027
H -3.898 -2.414 2.164
H -3.369 -4.246 1.554
H 0.259 4.246 -0.750
H -0.131 0.328 0.626
H -3.026 -2.101 -0.744
H 3.113 0.276 0.420
H -2.003 4.566 1.571

---

[5]
46
Properties=species:S:1:pos:R:3 method="wB97M-V/def2-TZVPD" e_homo_ev="-13.3 / -13.3" homo_lumo_gap_ev="9.670 / 4.309" lumo_energy_ev="-3.606 / -8.965" spin_multiplicity=2 total_charge=+1 e_tot_ha=-4162.1276
Tl 1.049 1.108 1.766
Rb 3.318 2.964 -2.761
As 4.844 -0.150 -0.804
F 1.335 1.555 -1.043
F 4.073 -1.749 -0.884
F 5.485 1.532 -0.695
F 3.555 0.363 0.404
F 6.143 -0.541 -1.933
F 3.785 0.299 -2.136
F 5.925 -0.720 0.510
O 0.982 -4.043 0.614
O -2.229 4.217 -0.334
O 1.127 -2.934 -1.215
O -1.365 -0.220 0.573
O -2.255 -0.794 -1.424
O 1.163 -1.752 0.848
O -2.371 -2.171 0.147
O -1.132 2.886 1.178
O -3.295 3.463 1.416
C 0.827 -4.383 1.962
C -3.457 2.871 2.746
C -2.143 3.434 0.744
C -2.434 -2.582 1.501
C -1.075 4.412 -1.207
C -2.064 0.498 -2.069
C 1.212 -1.838 -2.075
C 1.163 -2.796 0.193
C -1.950 -0.982 -0.154
H -1.019 0.792 -2.171
H -0.378 3.575 -1.165
H -1.484 -2.321 1.969
H 0.920 -5.465 2.053
H -2.528 0.425 -3.053
H -0.146 -4.104 2.367
H -4.020 3.579 3.352
H -4.038 1.951 2.681
H 1.614 -3.877 2.520
H 1.939 -2.035 -2.863
H -2.589 1.159 -1.380
H 0.259 -1.495 -2.477
H -2.547 2.644 3.302
H -0.528 5.326 -0.975
H -2.776 -3.602 1.673
H -1.477 4.486 -2.217
H 1.709 -1.017 -1.559
H -3.126 -1.970 2.080

---

[6]
34
Properties=species:S:1:pos:R:3 method="wB97M-V/def2-TZVPD" e_homo_ev="-13.6 / -15.1" homo_lumo_gap_ev="5.837 / 3.096" lumo_energy_ev="-7.775 / -12.029" e_above_lowest_ev=0.000 spin_multiplicity=3 total_charge=+2 e_tot_ha=-1772.7700
Au -0.017 -0.169 -0.121
I -0.380 2.559 1.441
Cl 0.851 -1.828 1.327
P 2.343 0.087 -0.529
O -1.113 1.917 -2.137
N -2.085 -0.884 0.031
N -3.850 -2.149 -0.177
C 3.219 0.593 0.974
C -0.632 1.204 -1.373
C -0.755 3.877 3.104
C 2.731 1.368 -1.752
C -2.570 -1.976 -0.562
C -3.083 -0.358 0.842
C 3.170 -1.397 -1.161
C -4.197 -1.139 0.709
C -1.932 -2.913 -1.506
H -0.875 -2.660 -1.619
H -0.595 3.319 4.028
H -2.935 0.520 1.452
H 3.088 -0.189 1.730
H 2.772 -1.640 -2.155
H 3.820 1.477 -1.839
H -2.440 -2.861 -2.479
H 2.294 2.327 -1.449
H -4.434 -2.911 -0.510
H -5.166 -1.053 1.160
H 2.795 1.531 1.351
H 4.286 0.730 0.754
H -1.784 4.227 3.026
H 4.250 -1.218 -1.244
H 2.322 1.076 -2.726
H -2.027 -3.941 -1.127
H 2.981 -2.234 -0.481
H -0.052 4.706 3.017

---

[7]
31
Properties=species:S:1:pos:R:3 method="wB97M-V/def2-TZVPD" e_homo_ev=-2.8 homo_lumo_gap_ev=5.991 lumo_energy_ev=3.184 e_above_lowest_ev=0.000 total_charge=-1 e_tot_ha=-1563.9538
Bi 2.529 -0.678 -0.472
Cl 2.013 0.709 1.608
Cl 0.832 -2.440 -0.240
O -0.359 -0.787 3.353
C -1.355 0.535 5.095
C -1.714 -0.385 -2.720
C 4.249 -1.804 -0.001
C 0.514 1.030 -1.738
C 0.761 -0.003 -2.820
C -0.973 0.475 3.631
C -0.525 -0.153 -3.677
C -1.911 0.691 -1.669
C -0.631 1.287 -1.171
H -1.519 -1.313 -2.184
H 1.637 0.262 -3.437
H -1.856 1.471 5.333
H -1.873 0.544 2.998
H -2.008 -0.307 5.338
H 1.326 1.777 -1.579
H 0.942 -1.048 -2.490
H -2.557 0.294 -0.874
H -0.626 0.786 -4.262
H -2.485 1.530 -2.092
H 4.485 -2.771 -0.516
H 5.061 -1.419 0.678
H -0.407 -0.998 -4.385
H -0.450 0.453 5.704
H -2.597 -0.520 -3.335
H -0.292 1.305 3.371
H -0.706 2.060 -0.394
H 0.498 -0.586 2.946

---

[8]
39
Properties=species:S:1:pos:R:3 method="wB97M-V/def2-TZVPD" e_homo_ev="-14.8 / -14.8" homo_lumo_gap_ev="8.797 / 8.259" lumo_energy_ev="-6.005 / -6.525" spin_multiplicity=4 total_charge=+2 e_tot_ha=-8569.6921
Br 23.787 -14.276 9.779
Br 21.332 -11.596 6.861
Co 18.202 -18.663 9.199
K 18.630 -14.181 8.188
K 22.554 -17.824 9.768
O 20.167 -18.151 8.640
O 18.662 -16.853 8.249
O 17.963 -19.717 7.333
O 20.626 -16.041 8.517
O 16.134 -18.791 9.188
N 14.536 -17.184 9.396
N 17.066 -19.713 5.262
C 15.004 -18.436 9.573
C 17.466 -20.311 6.390
C 16.652 -20.526 4.170
C 22.385 -13.151 7.476
C 15.464 -16.091 8.921
C 19.886 -16.998 8.336
C 17.737 -18.557 4.763
C 13.031 -16.827 9.459
C 22.630 -12.985 8.955
H 21.974 -14.139 7.263
H 18.052 -17.841 5.522
H 12.704 -15.794 9.346
H 14.832 -15.623 8.166
H 15.600 -20.814 4.162
H 17.127 -21.507 4.178
H 12.601 -17.182 10.395
H 15.634 -15.369 9.720
H 17.046 -17.945 4.183
H 18.547 -18.830 4.087
H 17.246 -21.389 6.370
H 21.647 -13.184 9.383
H 16.696 -20.147 3.149
H 14.326 -19.108 10.121
H 23.348 -13.152 6.965
H 16.455 -16.341 8.542
H 12.416 -17.334 8.715
H 22.824 -11.939 9.193